This record from the Open Molecules 2025 dataset describes 5 unconnected molecules or ions with the total composition C42H81BrN2O16PS4 in a non-equilibrium geometry. The level of theory is ωB97M-V with the def2-TZVPD basis set.

```
147
C42H81BrN2O16PS4 | the Open Molecules 2025 dataset | ωB97M-V with the def2-TZVPD basis set
C -1.14451 -5.12118 -1.75465
C -2.02006 -4.19142 -0.89385
N -1.79328 -2.85005 -0.99337
C -2.47417 -1.92707 -0.26682
O -2.15063 -0.62130 -0.39328
C -1.03450 -0.41501 0.58404
C -0.71180 1.08836 0.78100
C -1.99988 1.98984 0.74403
C 0.23172 1.38897 1.99648
C -0.09324 0.66735 3.34346
C -1.61287 0.61978 3.71769
C 0.52103 -0.76119 3.47345
C -3.50490 -2.32695 0.65491
C -4.25829 -1.23613 1.42891
C -5.55191 -0.82447 0.59356
C -5.44780 0.61519 -0.01264
C -5.75219 0.65135 -1.55173
C -4.76051 -0.22977 -2.36491
C -3.53364 0.54089 -2.92926
C -2.71698 -0.35812 -3.92391
C -1.18723 -0.36913 -3.63809
C -0.44184 -1.60684 -4.25468
C 0.90357 -1.25860 -4.95194
C 1.76967 -0.23317 -4.16249
C 3.29282 -0.30660 -4.51769
N 4.00432 0.48083 -3.51355
C 5.16683 0.18388 -2.85530
C 5.56838 1.17906 -1.90270
C 4.49283 2.19219 -2.00927
C 3.61284 1.71385 -3.00258
C -3.75212 -3.72556 0.77276
C -4.83670 -4.14941 1.78344
O -5.83330 -4.69218 1.45831
O -4.60882 -3.81916 3.12568
P -3.14272 -4.38902 3.67801
O -1.99774 -3.46386 3.40886
C -3.00304 -4.69658 0.00079
Br -3.35889 -6.56326 0.24916
H -0.08119 -4.83669 -1.65942
H -1.48436 -4.97313 -2.80111
H -1.28767 -6.17477 -1.46730
H -1.06364 -2.52559 -1.62939
H -1.32065 -0.94628 1.50826
H -0.15634 -0.92866 0.13109
H -0.14349 1.39104 -0.12785
H -1.71932 2.99595 1.11269
H -2.36657 2.11622 -0.28909
H -2.80140 1.58553 1.38957
H 1.26141 1.10880 1.68243
H 0.24210 2.48689 2.13914
H 0.38252 1.27634 4.14134
H -2.12479 1.56604 3.45705
H -2.14187 -0.27388 3.34629
H -1.65107 0.57010 4.82764
H 0.56550 -1.33865 2.53168
H 1.52973 -0.77251 3.92211
H -0.13641 -1.33004 4.16586
H -4.53225 -1.58992 2.43341
H -3.58850 -0.36502 1.47608
H -6.38182 -0.80259 1.32830
H -5.75682 -1.55935 -0.20623
H -4.40464 0.97386 0.09201
H -6.08142 1.30813 0.56665
H -5.60202 1.70099 -1.87627
H -6.81442 0.38804 -1.70024
H -4.43664 -1.09542 -1.75115
H -5.29882 -0.63337 -3.24840
H -3.95410 1.36908 -3.54111
H -2.91087 1.01627 -2.15194
H -3.14924 -1.37854 -3.95087
H -2.84699 0.05377 -4.94675
H -0.97524 -0.37963 -2.54676
H -0.74677 0.54256 -4.07872
H -1.10946 -2.12787 -4.97204
H -0.20194 -2.36716 -3.47167
H 1.49336 -2.20304 -4.99698
H 0.80564 -0.91014 -5.99511
H 1.44396 0.77720 -4.49006
H 1.62873 -0.27439 -3.06693
H 3.48172 0.04621 -5.54891
H 3.66867 -1.34408 -4.40262
H 5.76040 -0.72142 -3.02749
H 6.42903 1.23751 -1.23664
H 4.36558 3.13719 -1.45438
H 2.70242 2.16185 -3.40626
H -2.94108 -5.68193 3.11519
H -3.20775 -4.58663 5.08513
O 4.91241 -0.22449 7.32929
S 3.52861 -0.47934 7.06532
O 2.70421 0.47087 6.37719
O 2.80658 -0.89264 8.43471
C 2.93015 -0.00715 9.55994
C 2.01663 1.19756 9.43724
C 3.38074 -2.04210 6.25859
H 3.97033 0.29737 9.69254
H 2.64922 -0.58720 10.43837
H 2.33082 1.84804 8.62064
H 2.02916 1.78098 10.35859
H 0.99281 0.88485 9.22740
H 3.96296 -2.77790 6.80761
H 3.77086 -1.92934 5.24867
H 2.33014 -2.32250 6.22470
O 4.37652 2.95901 2.73972
S 4.27000 4.19037 2.01515
O 4.59506 4.26788 0.62164
O 5.07398 5.32883 2.80036
C 6.45053 5.07999 3.13448
C 7.36555 5.25417 1.93730
C 2.65594 4.86216 2.25652
H 6.56176 4.08760 3.57630
H 6.71517 5.80641 3.90201
H 7.18673 4.48144 1.18915
H 8.41026 5.19265 2.24400
H 7.19157 6.21750 1.45637
H 2.42560 4.85089 3.31909
H 1.95360 4.23463 1.71078
H 2.63458 5.87605 1.86363
O -9.03876 -0.51089 -3.06562
S -10.41057 -0.70656 -3.44157
O -11.13850 0.29947 -4.15151
O -11.24596 -1.13589 -2.14343
C -11.17361 -0.29564 -0.98088
C -12.03041 0.94779 -1.12476
C -10.56017 -2.23455 -4.31065
H -10.13491 -0.03697 -0.76164
H -11.54024 -0.89402 -0.14724
H -11.63310 1.61307 -1.89164
H -12.06483 1.49837 -0.18377
H -13.04617 0.68322 -1.41989
H -10.04985 -3.01194 -3.74742
H -10.09326 -2.10604 -5.28525
H -11.61538 -2.46842 -4.42982
O 9.10908 1.04893 -2.66294
S 9.16637 0.67199 -4.04499
O 8.97352 -0.68607 -4.46255
O 10.54278 1.20224 -4.67200
C 11.76915 0.84454 -4.01583
C 12.17883 -0.58462 -4.31749
C 8.06934 1.70281 -4.96340
H 11.68911 1.01419 -2.93990
H 12.52947 1.52699 -4.39452
H 11.48433 -1.29582 -3.86995
H 13.17426 -0.78785 -3.92044
H 12.18036 -0.76594 -5.39293
H 8.24550 2.73938 -4.68682
H 7.05194 1.41065 -4.70542
H 8.24753 1.54661 -6.02511
```

The value obtained for the HOMO energy is -9.324 eV. As for the net charge: +1. Its total energy is -7470.1011 Eh.

Mulliken atomic charge list, values in e, 6 entries:
1 C -1.57
2 C 0.68
3 N 0.61
4 C -1.46
5 O 0.63
6 C -0.69

=====

This record from the Open Molecules 2025 dataset describes 8 unconnected molecules or ions with the total composition C25H55IN7O9 in a non-equilibrium geometry. The level of theory is ωB97M-V with the def2-TZVPD basis set.

```
97
C25H55IN7O9 | the Open Molecules 2025 dataset | ωB97M-V with the def2-TZVPD basis set
O 3.13199 -2.15964 1.15595
C 3.35150 -1.14820 0.44719
O 4.27086 -0.33014 0.79435
C 2.46452 -0.87633 -0.81930
C 1.41961 0.25621 -0.42343
C 0.34768 -0.44381 0.50328
I -1.36022 -0.92371 -0.79114
H 1.85405 -1.79191 -0.98987
H 3.07680 -0.57372 -1.69478
H 1.94046 1.09645 0.08117
H 0.96446 0.62212 -1.37394
H 0.70851 -1.42259 0.89120
H 0.06742 0.16544 1.38241
C 2.21952 -4.25492 -3.89792
C 2.70522 -2.99359 -4.56564
O 1.96848 -2.04480 -4.77323
N 4.01567 -2.93908 -4.93603
C 5.03140 -3.95947 -4.76870
H 1.16347 -4.15330 -3.65971
H 2.34450 -5.10770 -4.56893
H 2.76945 -4.42412 -2.97033
H 4.27525 -2.06966 -5.37461
H 5.84179 -3.55059 -4.16237
H 5.42292 -4.22880 -5.75297
H 4.63824 -4.84832 -4.28513
C -3.29637 1.59140 1.84324
C -2.40139 2.65088 1.24940
O -1.30191 2.38633 0.79615
N -2.86354 3.93380 1.23300
C -4.13460 4.43003 1.72276
H -2.79861 0.62543 1.78682
H -3.50097 1.81727 2.89228
H -4.23180 1.53269 1.28366
H -2.21805 4.59125 0.82350
H -4.66484 4.89675 0.89506
H -3.94206 5.17996 2.49007
H -4.74775 3.63597 2.14137
C -5.09722 9.51730 1.15275
C -5.10142 8.10173 0.63184
O -4.32170 7.25535 1.04346
N -6.01246 7.78474 -0.32610
C -7.00838 8.64697 -0.93067
H -4.32169 9.62202 1.90773
H -4.88764 10.21565 0.34076
H -6.06027 9.75287 1.60927
H -5.96221 6.82452 -0.63163
H -7.99380 8.21834 -0.74550
H -6.83077 8.68013 -2.00566
H -6.97450 9.65574 -0.52901
C 6.32692 -2.94688 1.57794
C 6.91364 -4.14597 0.88298
O 7.56856 -4.05731 -0.15445
N 6.69835 -5.36744 1.44071
C 5.95887 -5.67399 2.64558
H 6.57411 -2.04439 1.02504
H 5.23724 -3.03309 1.62270
H 6.74014 -2.86052 2.58605
H 7.11788 -6.12872 0.92589
H 6.62856 -6.17635 3.34864
H 5.13951 -6.34953 2.39082
H 5.55385 -4.78075 3.11181
C 7.79507 -7.62914 -1.90937
C 7.69625 -8.60253 -0.76219
O 7.47790 -8.23525 0.38107
N 7.85948 -9.92731 -1.03561
C 8.12315 -10.54448 -2.31981
H 7.64468 -6.61504 -1.53988
H 8.78432 -7.68777 -2.36713
H 7.02518 -7.84562 -2.65254
H 7.78095 -10.52026 -0.22408
H 7.31794 -11.24787 -2.54222
H 9.06665 -11.09110 -2.25865
H 8.18666 -9.81085 -3.11734
C -10.17654 5.27915 -4.09112
C -9.55431 6.08233 -2.97756
O -8.43304 6.55800 -3.06842
N -10.28897 6.26669 -1.84587
C -11.62551 5.78043 -1.56199
H -9.47984 5.21547 -4.92330
H -10.39835 4.26781 -3.74625
H -11.09009 5.76435 -4.43943
H -9.81666 6.81079 -1.14131
H -12.27382 6.63573 -1.36175
H -11.58619 5.14771 -0.67338
H -12.03413 5.20879 -2.38934
C 1.53276 0.52580 4.79672
C 0.28419 -0.29096 4.57995
O 0.20905 -1.13024 3.70518
N -0.78212 -0.05913 5.40708
C -0.87361 0.89334 6.49394
H 2.28719 0.23161 4.06882
H 1.31547 1.58746 4.66200
H 1.92871 0.34870 5.79912
H -1.58191 -0.63866 5.20641
H -1.08684 0.35152 7.41877
H -1.69573 1.58322 6.28814
H 0.04487 1.45926 6.61563
```

The value obtained for the HOMO energy is -3.584 eV. As for the net charge: -1. The energy relative to the best compared isomer or geometry (same formula, charge and spin) is 0.994 eV. Its total energy is -2343.8595 Eh.

Mulliken atomic charge list, values in e, 6 entries:
1 O -0.79
2 C 0.58
3 O -0.82
4 C -0.37
5 C -0.64
6 C -0.82